{
  "formula": "C4H9NO",
  "method": "wB97M-V/def2-TZVPD",
  "homo_energy_ev": [-9.2, -9.2],
  "e_tot_ha": -287.6857,
  "homo_lumo_gap_ev": [8.565, 8.565],
  "smiles": "C=C(C)N=O.C",
  "fmax_ev_per_a": 0.6,
  "species": ["C", "C", "C", "N", "O", "C", "H", "H", "H", "H", "H", "H", "H", "H", "H"],
  "coordinates": [[1.926, 0.916, 0.702], [0.034, -0.283, -1.244], [-0.975, -0.232, -0.376], [-1.581, 1.037, 0.001], [-0.935, 2.016, -0.294], [-1.640, -1.405, 0.277], [2.531, 1.617, 1.276], [1.559, 0.114, 1.350], [2.525, 0.477, -0.102], [0.408, 0.625, -1.707], [0.529, -1.219, -1.483], [1.077, 1.451, 0.278], [-1.814, -1.219, 1.341], [-2.615, -1.591, -0.187], [-1.029, -2.304, 0.169]],
  "atomic_forces_ev_per_a": [[0.08, 0.05, 0.08], [-0.19, 0.04, 0.07], [0.16, -0.21, -0.21], [0.25, 0.41, -0.24], [-0.44, -0.43, 0.07], [-0.02, -0.06, 0.03], [0.06, -0.11, 0.01], [0.10, 0.15, -0.06], [-0.05, 0.10, 0.16], [-0.09, -0.13, 0.06], [-0.19, 0.09, -0.05], [0.27, -0.03, 0.12], [0.04, 0.00, -0.14], [0.11, 0.02, 0.10], [-0.09, 0.12, 0.01]]
}